1.
122
Properties=species:S:1:pos:R:3:forces:R:3:mulliken_charge:R:1 method="wB97M-V/def2-TZVPD" total_energy_ha=-5600.19299 gap_ev=6.96 total_charge=+1 homo_energy_ev=-10.886
C -6.339 -0.242 0.413 0.52 0.12 0.12 -1.624
C -4.948 -0.840 0.119 0.17 -0.22 -0.23 0.554
C -3.978 -0.753 1.311 -0.51 -0.46 -0.16 -0.859
C -4.347 -0.304 -1.198 -1.00 0.18 0.29 -0.681
C -4.282 1.242 -1.255 0.61 -0.81 -0.50 -1.395
C -2.899 1.873 -1.411 1.07 1.74 1.08 2.716
C -2.864 3.267 -0.684 -0.41 -0.02 -0.63 -1.554
I -2.824 3.010 1.477 0.06 -0.03 -0.32 0.188
C -3.953 4.251 -1.155 -0.13 0.66 0.88 -0.203
C -4.398 5.270 -0.093 -0.21 0.29 -0.94 -1.647
I -3.284 5.481 -2.825 -0.11 -0.18 0.19 0.108
C -1.630 1.107 -0.944 0.55 -0.65 0.72 -1.349
N -0.759 0.941 -2.126 0.33 0.64 0.19 0.827
C -0.760 -0.368 -2.794 1.55 -0.32 -0.23 -0.468
C -1.052 -0.303 -4.284 4.50 -1.94 1.68 0.543
O -2.025 0.019 -4.760 -5.29 1.97 -2.16 -0.329
Cl 0.283 -0.820 -5.352 0.23 0.01 0.36 -0.159
C -1.172 2.048 -2.889 -1.58 -3.15 0.70 -1.568
N -0.369 2.794 -3.514 0.85 0.55 -0.76 0.523
F -0.944 3.774 -4.219 -0.05 0.00 -0.14 -0.111
C 1.118 2.730 -3.540 0.92 1.52 -0.91 -0.142
Cl 1.630 3.989 -4.705 -0.15 -0.41 -0.07 -0.045
C 1.722 3.064 -2.162 0.07 0.01 0.36 0.318
C 0.959 4.154 -1.416 -0.04 -0.33 0.05 -1.034
Cl 3.433 3.572 -2.352 -0.89 -0.85 -0.32 -0.408
N -2.518 2.215 -2.821 -1.97 0.59 0.49 -0.166
H -6.582 0.627 -0.194 -0.02 0.06 -0.11 0.205
H -7.143 -0.959 0.285 -0.05 -0.16 -0.08 0.420
H -6.360 0.079 1.446 -0.24 0.12 0.15 0.370
H -5.103 -1.901 -0.065 -0.03 -0.18 0.00 0.702
H -4.549 -0.639 2.225 0.05 0.23 0.23 0.528
H -3.248 0.042 1.228 0.05 0.19 0.10 -0.116
H -3.454 -1.698 1.419 0.33 0.00 -0.07 -0.004
H -3.408 -0.804 -1.424 0.24 0.07 0.06 -0.284
H -5.049 -0.629 -1.962 0.06 -0.04 -0.30 0.553
H -4.922 1.549 -2.080 0.09 0.34 -0.15 0.565
H -4.726 1.686 -0.372 -0.05 -0.13 0.27 0.715
H -1.908 3.725 -0.924 0.18 0.03 0.30 0.485
H -4.860 3.772 -1.499 0.10 -0.36 -0.27 0.374
H -5.027 6.000 -0.594 -0.15 0.12 -0.01 0.529
H -3.554 5.825 0.298 0.11 -0.07 0.37 0.452
H -5.016 4.816 0.671 0.20 -0.17 0.31 0.392
H -1.822 0.196 -0.389 -0.03 -0.49 -0.47 -0.057
H -0.968 1.623 -0.253 -0.55 0.69 0.23 0.178
H -1.437 -1.074 -2.323 -0.41 0.17 0.02 0.119
H 0.234 -0.790 -2.686 0.09 -0.12 0.09 0.616
H 1.436 1.797 -3.987 -0.10 -0.32 0.27 0.365
H 1.765 2.150 -1.586 -0.04 -0.21 0.15 0.323
H 0.263 3.719 -0.703 -0.22 -0.11 -0.05 0.085
H 1.654 4.727 -0.822 0.13 0.26 0.03 0.633
H 0.428 4.810 -2.097 -0.02 0.26 -0.03 0.164
H -3.086 1.580 -3.377 0.50 0.34 -0.98 0.489
C 7.982 5.711 -1.325 0.13 0.15 -0.05 -0.949
C 6.751 5.450 -1.774 0.15 -0.36 0.35 0.372
C 6.084 6.327 -2.793 0.21 0.55 -0.30 1.176
O 4.969 6.029 -3.179 -0.11 -0.25 0.13 -0.495
C 6.804 7.497 -3.271 -0.26 -0.20 0.01 -1.079
C 8.037 7.761 -2.820 -0.31 0.23 -0.32 0.360
C 8.714 6.872 -1.821 -0.11 -0.51 0.33 1.017
O 9.839 7.149 -1.460 0.11 0.29 -0.14 -0.594
O 8.728 8.816 -3.226 0.28 -0.14 0.24 -0.555
O 6.041 4.398 -1.344 -0.07 0.44 -0.40 -0.469
H 8.471 5.089 -0.595 0.06 -0.09 0.09 0.450
H 6.306 8.129 -3.993 0.03 0.01 -0.01 0.419
H 9.582 8.776 -2.755 0.05 0.07 -0.04 0.359
H 5.183 4.441 -1.817 0.60 0.23 0.36 0.220
C -1.000 -3.726 0.844 0.04 0.39 -0.05 -0.854
C -0.498 -4.928 1.148 -0.45 0.04 -0.26 0.205
C 0.759 -5.068 1.948 0.47 0.49 0.25 0.955
O 1.152 -6.184 2.212 -0.15 -0.36 -0.12 -0.659
C 1.455 -3.856 2.363 -0.02 0.02 -0.08 -0.636
C 0.955 -2.648 2.052 0.22 -0.38 0.19 -0.136
C -0.330 -2.513 1.280 -0.70 -0.45 -0.24 0.729
O -0.812 -1.412 1.040 0.79 0.25 0.13 -0.538
O 1.550 -1.513 2.416 -0.33 0.18 -0.26 -0.607
O -1.080 -6.051 0.772 0.26 -0.25 0.15 -0.569
H -1.915 -3.612 0.278 -0.01 -0.03 0.02 0.544
H 2.369 -4.011 2.929 -0.15 0.23 -0.04 0.953
H 0.986 -0.795 2.079 0.05 0.06 0.10 0.295
H -0.523 -6.774 1.122 -0.06 -0.08 -0.01 0.356
C -10.744 -0.007 1.792 0.31 0.10 0.00 -1.067
C -11.986 0.089 1.298 0.25 -0.30 0.30 0.414
C -12.383 1.206 0.378 0.29 0.51 -0.22 0.971
O -13.515 1.231 -0.054 -0.22 -0.26 0.11 -0.593
C -11.380 2.215 0.050 -0.22 -0.07 -0.05 -0.871
C -10.144 2.117 0.548 -0.25 0.30 -0.28 0.305
C -9.741 0.987 1.444 -0.32 -0.51 0.30 1.038
O -8.593 0.948 1.847 0.07 0.35 -0.06 -0.602
O -9.194 3.012 0.280 0.25 -0.19 0.15 -0.592
O -12.931 -0.791 1.589 -0.23 0.21 -0.24 -0.563
H -10.445 -0.808 2.454 -0.03 -0.01 0.00 0.445
H -11.681 3.025 -0.600 0.01 0.01 0.00 0.434
H -8.404 2.706 0.764 0.02 0.01 0.05 0.322
H -13.729 -0.498 1.107 -0.07 -0.07 0.02 0.357
C 7.206 -4.425 0.982 0.18 0.01 0.10 -0.730
C 6.031 -3.997 0.516 0.29 -0.25 0.27 0.386
C 5.933 -3.096 -0.674 0.27 0.32 -0.44 0.939
O 4.827 -2.756 -1.062 -0.16 -0.18 0.29 -0.660
C 7.169 -2.670 -1.313 -0.31 -0.04 0.10 -1.112
C 8.350 -3.099 -0.846 -0.06 0.35 -0.47 0.299
C 8.444 -4.017 0.330 -0.39 -0.25 0.37 0.782
O 9.538 -4.386 0.696 0.30 0.11 -0.14 -0.591
O 9.504 -2.745 -1.391 0.12 -0.22 0.27 -0.560
O 4.869 -4.356 1.082 -0.07 0.48 -0.60 -0.523
H 7.288 -5.079 1.838 0.04 0.00 -0.05 0.553
H 7.091 -2.008 -2.162 0.02 0.03 -0.06 0.435
H 10.194 -3.198 -0.866 0.06 0.05 -0.08 0.367
H 4.169 -3.927 0.553 -0.09 -0.03 0.08 0.276
C 4.104 -6.035 5.879 0.02 0.14 -0.26 -1.211
C 4.676 -7.059 6.522 -0.34 0.37 0.14 0.373
C 5.646 -7.972 5.837 0.26 -0.07 -0.61 0.996
O 6.146 -8.874 6.475 -0.10 -0.06 0.36 -0.601
C 5.934 -7.733 4.429 0.02 -0.07 0.26 -0.805
C 5.363 -6.710 3.780 0.20 -0.32 -0.23 0.380
C 4.411 -5.776 4.480 -0.29 -0.01 0.51 1.011
O 3.912 -4.845 3.872 0.37 -0.16 -0.23 -0.565
O 5.615 -6.501 2.488 -0.36 0.32 0.27 -0.512
O 4.422 -7.327 7.793 0.24 -0.30 0.01 -0.573
H 3.403 -5.370 6.365 0.01 0.00 0.02 0.451
H 6.618 -8.413 3.942 0.00 0.02 -0.03 0.468
H 5.131 -5.703 2.175 -0.09 -0.28 0.18 0.267
H 4.961 -8.111 8.015 -0.01 -0.01 0.08 0.356

***

2.
104
Properties=species:S:1:pos:R:3:forces:R:3:mulliken_charge:R:1 method="wB97M-V/def2-TZVPD" total_energy_ha=-13074.06283 gap_ev=4.05 total_charge=-2 e_above_lowest_kcal_mol=5.3 homo_energy_ev=-1.096
Cs -1.713 0.764 0.000 0.19 0.16 0.11 0.881
C -5.711 -0.660 -7.202 0.00 0.02 0.01 -1.512
C -4.601 -1.023 -6.252 -0.03 0.01 0.02 0.878
C -4.643 -0.614 -4.922 0.02 -0.02 -0.04 -0.877
C -3.610 -0.915 -4.049 0.03 0.01 0.03 -0.558
C -2.525 -1.647 -4.503 -0.03 0.03 -0.09 0.839
C -2.453 -2.050 -5.828 -0.01 0.00 -0.01 -0.433
C -3.494 -1.743 -6.692 0.02 -0.02 0.00 -0.782
S -1.193 -1.994 -3.335 -0.11 0.25 0.05 -0.339
O -1.487 -1.082 -2.199 0.17 -0.43 -0.21 -0.117
C -1.700 -3.695 -3.005 -0.01 -0.11 0.01 1.460
C -1.262 -4.609 -3.995 0.01 0.23 0.05 -0.990
C -1.585 -5.924 -3.913 -0.04 -0.15 0.04 -1.326
C -2.346 -6.406 -2.818 0.01 -0.02 0.00 1.000
C -2.685 -7.777 -2.694 0.05 0.06 -0.04 -0.961
C -3.380 -8.228 -1.611 -0.04 0.02 0.09 -0.703
C -3.771 -7.325 -0.595 -0.01 -0.07 -0.06 -0.834
C -3.463 -6.000 -0.691 0.00 0.04 -0.09 -0.684
C -2.742 -5.501 -1.807 0.01 -0.02 0.05 0.593
C -2.398 -4.113 -1.909 0.00 0.15 0.14 -0.588
C -2.826 -3.208 -0.792 0.14 -0.19 -0.21 -0.629
C -4.137 -2.669 -0.814 -0.11 0.01 -0.04 0.739
C -5.023 -2.876 -1.910 0.05 -0.02 0.07 -1.035
C -6.254 -2.290 -1.915 -0.06 0.03 0.03 -0.621
C -6.672 -1.462 -0.844 -0.02 -0.02 -0.05 -0.862
C -5.861 -1.261 0.232 0.13 -0.02 0.05 -0.850
C -4.582 -1.886 0.280 -0.05 0.03 0.03 1.226
C -3.748 -1.714 1.408 -0.19 0.01 -0.04 -0.600
C -2.488 -2.241 1.412 0.02 0.03 0.03 -0.863
C -2.018 -2.962 0.294 -0.25 -0.06 0.16 1.590
S -0.297 -3.431 0.400 0.34 0.14 -0.23 0.227
O 0.353 -3.329 -0.943 -0.03 -0.05 0.15 -0.586
C -0.505 -5.185 0.706 -0.17 -0.07 0.06 0.461
C 0.041 -6.087 -0.185 0.01 0.01 -0.03 -0.293
C -0.129 -7.448 0.037 -0.04 0.01 0.03 -0.687
C -0.830 -7.910 1.143 0.04 -0.06 -0.04 0.960
C -1.034 -9.385 1.365 -0.02 0.01 0.02 -1.670
C -1.349 -6.980 2.043 0.01 0.09 0.05 -0.606
C -1.189 -5.620 1.836 0.04 -0.10 -0.03 -0.641
H -6.674 -0.634 -6.690 0.01 0.00 0.01 0.357
H -5.779 -1.371 -8.025 0.01 -0.01 0.00 0.367
H -5.545 0.331 -7.632 0.00 0.00 0.00 0.299
H -5.494 -0.051 -4.556 0.00 0.00 0.00 0.440
H -3.639 -0.591 -3.016 0.00 0.00 -0.03 0.694
H -1.593 -2.599 -6.192 -0.01 0.01 0.00 0.331
H -3.441 -2.062 -7.727 0.00 0.00 0.00 0.348
H -0.651 -4.242 -4.811 0.00 -0.03 -0.01 0.635
H -1.249 -6.624 -4.670 0.00 0.00 0.00 0.353
H -2.374 -8.461 -3.476 0.00 0.00 0.00 0.404
H -3.631 -9.278 -1.521 0.00 0.00 -0.01 0.406
H -4.317 -7.688 0.267 0.01 -0.01 0.00 0.447
H -3.760 -5.309 0.087 -0.01 -0.02 0.01 0.450
H -4.702 -3.482 -2.748 -0.01 0.00 0.00 0.572
H -6.914 -2.445 -2.762 0.00 0.00 0.00 0.448
H -7.639 -0.976 -0.884 0.00 -0.01 -0.01 0.401
H -6.135 -0.618 1.066 -0.03 0.00 -0.02 0.174
H -4.112 -1.115 2.242 0.05 0.00 0.02 0.092
H -1.848 -2.023 2.261 0.08 0.00 -0.08 0.465
H 0.565 -5.708 -1.054 -0.02 0.00 0.00 0.506
H 0.271 -8.162 -0.675 0.01 0.01 -0.01 0.234
H -0.718 -9.960 0.494 0.00 0.01 0.00 0.350
H -2.085 -9.611 1.555 0.00 0.01 0.00 0.337
H -0.463 -9.739 2.227 0.00 0.01 0.00 0.399
H -1.900 -7.323 2.912 0.00 -0.01 0.00 0.377
H -1.613 -4.902 2.529 0.00 0.00 0.00 0.474
C 1.558 0.494 4.146 0.14 -0.05 0.05 -1.372
Sb 0.915 2.172 2.974 -0.21 0.19 0.04 0.769
C 0.194 3.435 4.543 0.01 -0.04 0.02 -1.072
C 2.947 3.119 3.175 0.10 0.14 -0.08 -2.081
C 2.962 4.586 2.882 -0.02 -0.24 0.05 1.284
C 3.093 5.498 3.933 0.00 -0.03 0.07 -0.627
C 3.122 6.868 3.732 0.00 0.01 -0.03 -0.635
C 3.037 7.368 2.439 0.00 -0.01 0.03 -0.748
C 2.896 6.481 1.385 -0.01 0.00 0.00 -0.395
C 2.827 5.100 1.579 0.02 -0.01 -0.16 0.859
C 2.581 4.218 0.395 -0.03 0.09 0.09 -1.784
Sb 0.481 4.062 -0.242 0.05 0.00 -0.02 0.617
C 0.597 5.862 -1.446 -0.12 0.05 0.03 -1.420
C -0.561 5.069 1.325 0.05 0.03 -0.07 -0.750
H 2.027 0.853 5.064 -0.02 0.00 0.00 0.373
H 2.284 -0.093 3.579 -0.01 0.00 0.01 0.357
H 0.693 -0.120 4.388 0.00 0.01 -0.01 0.374
H 0.755 3.232 5.459 0.02 -0.04 -0.03 0.413
H -0.866 3.249 4.706 0.00 0.04 -0.02 0.242
H 0.345 4.476 4.258 -0.01 0.00 -0.01 0.301
H 3.605 2.571 2.494 -0.01 0.01 0.00 0.562
H 3.293 2.938 4.195 -0.03 0.00 0.00 0.583
H 3.170 5.104 4.941 0.00 0.02 0.00 0.288
H 3.214 7.537 4.579 0.00 0.01 0.00 0.372
H 3.071 8.435 2.254 0.00 0.00 0.00 0.382
H 2.825 6.864 0.372 -0.01 0.00 -0.01 0.337
H 2.933 3.200 0.548 0.01 0.00 0.03 0.344
H 3.076 4.624 -0.491 0.02 -0.02 -0.01 0.642
H 0.862 6.709 -0.812 0.00 0.00 0.00 0.385
H -0.392 6.047 -1.870 0.03 0.01 -0.02 0.407
H 1.319 5.773 -2.258 0.01 -0.06 0.01 0.351
H 0.103 5.769 1.834 0.00 0.00 0.03 0.259
H -1.009 4.373 2.030 -0.04 -0.02 0.03 -0.044
H -1.376 5.606 0.839 0.00 0.01 0.04 0.478
Se -4.130 2.940 0.741 -0.02 0.00 0.06 -0.875
Sb -4.015 2.142 3.110 0.35 -0.20 0.05 0.748
Se -1.897 0.669 3.424 -0.39 0.24 -0.04 -0.948
Se -3.789 4.022 4.642 0.02 0.02 -0.02 -0.766
Se -5.912 0.637 3.534 -0.03 -0.05 0.01 -0.776